P | Formula: C5H15N2O
Source: the OMol25 dataset
Level of theory: ωB97M-V/def2-TZVPD

XYZ file:
```
23
Properties=species:S:1:pos:R:3:mulliken_charge:R:1
C 1.5443 0.8889 -1.4400 -1.131
C 1.4319 -1.5720 1.0986 -0.916
C -2.1328 -0.7023 -1.1923 -1.033
C 0.8084 1.1243 -0.1192 -0.836
C -0.1070 -0.0094 -0.1124 0.767
N 0.1891 -1.1810 0.3908 -0.125
N -1.1609 0.3271 -0.8797 -0.088
O -1.3689 1.0175 2.0690 -0.613
H 2.2228 1.7863 -1.6592 0.351
H 0.8744 0.7643 -2.2574 0.370
H 2.1216 0.0847 -1.3567 0.404
H 1.8114 -2.4786 0.6640 0.341
H 2.2483 -0.8690 1.0631 0.351
H 1.1884 -1.7997 2.1241 0.349
H -2.3206 -0.5333 -2.2262 0.380
H -1.6763 -1.6682 -1.1824 0.385
H -3.1231 -0.8023 -0.6273 0.259
H 1.6223 1.2431 0.6558 0.354
H 0.3957 2.1078 -0.0347 0.436
H -0.6368 -1.7516 0.2290 0.094
H -2.3350 1.0168 1.9353 0.308
H -1.3776 1.2998 -1.0112 0.278
H -1.3437 0.6843 3.0280 0.317
```

Properties
Total charge ... +1

***

Q | Formula: C5H15N2O
Source: the OMol25 dataset
Level of theory: ωB97M-V/def2-TZVPD

XYZ file:
```
23
Properties=species:S:1:pos:R:3:mulliken_charge:R:1
C 0.7933 0.6120 0.7351 -1.065
N 0.4911 0.0754 -0.6120 -0.215
C -1.0728 0.0420 -0.6263 -0.624
C -1.9453 -0.7075 0.2952 -0.671
C -1.9052 -2.2714 0.1199 -0.338
O -1.3883 -2.2615 -1.1865 -0.555
C 2.1314 1.4745 0.8442 -0.200
N 2.7130 1.7404 -0.4224 -0.523
H 0.7240 -0.0258 1.5321 0.507
H 0.1208 1.4140 1.0645 0.406
H 1.0410 -0.7103 -0.9094 0.405
H -1.2134 -0.3960 -1.6296 0.475
H -1.5816 1.0157 -0.7052 0.380
H -2.9124 -0.3281 0.3168 0.410
H -1.7166 -0.4105 1.4489 0.296
H -1.0639 -2.6129 0.8337 0.222
H -2.8312 -3.0080 0.1810 0.316
H -2.1357 -1.9850 -1.7340 0.327
H 2.8157 0.9575 1.6379 0.326
H 1.5755 2.3953 1.2431 0.195
H 3.6569 1.4598 -0.3630 0.215
H 1.0113 0.8593 -1.2919 0.483
H 2.6922 2.6711 -0.7719 0.226
```

Properties
Total charge ... +1
SMILES string ... NCC[NH2+]CCCO

***

Energetically preferred structure: P | next structure: +0.1091 hartree

***

P | Formula: C5H15N2O
Source: the OMol25 dataset
Level of theory: ωB97M-V/def2-TZVPD

XYZ file:
```
23
Properties=species:S:1:pos:R:3:mulliken_charge:R:1
C 1.7527 -1.4758 1.3139 -0.477
C 0.2293 -1.7879 1.0890 -0.638
C -0.4417 -0.9836 0.0670 -0.813
C -1.4506 -0.1072 0.0466 0.053
N -1.7301 0.6320 -1.0910 -0.116
C -2.7030 1.6925 -1.0506 -0.989
N 2.3608 -0.3688 0.4515 -0.176
H 1.7398 -1.2947 2.3571 0.289
H 2.3121 -2.4482 1.1705 0.301
H 0.0349 -2.8126 0.7620 0.308
H -0.1685 -1.7635 2.1868 0.345
H -0.0513 -1.3432 -0.9173 0.344
H -2.0140 0.2795 0.9299 0.347
H -1.5292 0.2110 -1.8642 0.219
H -2.6731 2.3772 -0.1654 0.299
H -2.8295 2.1748 -2.1438 0.272
H -3.6251 1.2601 -0.8267 0.445
H 1.5525 0.2202 0.1166 0.267
H 2.7316 -0.7519 -0.4392 0.411
H 2.9675 0.2420 1.0111 0.362
H 0.7030 1.4579 -1.2919 0.322
H 1.3025 2.7748 -0.7447 0.352
O 1.5295 1.8153 -0.9673 -0.727
```

Properties
Total charge ... +1

***

Q | Formula: C5H15N2O
Source: the OMol25 dataset
Level of theory: ωB97M-V/def2-TZVPD

XYZ file:
```
23
Properties=species:S:1:pos:R:3:mulliken_charge:R:1
C 0.8004 1.1753 1.6156 -1.042
N 0.2189 -0.1699 1.5147 -0.396
C -0.7701 -0.4482 2.5573 -0.505
O -1.2214 -1.7760 2.4476 -0.518
H 0.1143 1.9148 1.2108 0.336
H 1.7201 1.2111 1.0367 0.369
H 1.0720 1.4339 2.6403 0.366
H 0.9537 -0.8613 1.6231 0.271
H -0.3249 -0.3729 3.5517 0.334
H -1.5886 0.2692 2.4836 0.348
H -1.8721 -1.8414 1.7397 0.313
C 0.2973 1.3982 -2.3911 -0.967
C -0.5991 0.1829 -2.1936 -0.444
C 0.5401 -1.7686 -1.3711 -0.094
N -0.0486 -0.6825 -1.1389 0.245
H 0.5265 1.8563 -1.4312 0.277
H 1.2223 1.1128 -2.8868 0.318
H -0.2348 2.1245 -2.9969 0.347
H -1.6060 0.4725 -1.8877 0.314
H -0.6862 -0.4083 -3.1026 0.351
H 0.9584 -2.3211 -0.5399 0.232
H 0.6049 -2.1605 -2.3799 0.265
H -0.0769 -0.3408 -0.1014 0.279
```

Properties
Total charge ... +1

***

R | Formula: C5H15N2O
Source: the OMol25 dataset
Level of theory: ωB97M-V/def2-TZVPD

XYZ file:
```
23
Properties=species:S:1:pos:R:3:mulliken_charge:R:1
N -0.5760 -1.2523 1.2806 -0.135
C -0.5400 -0.4271 0.0626 -0.470
C -0.7587 -1.1569 -1.2628 0.323
C -1.0012 -0.1638 -2.3930 -1.518
O 0.5237 -1.7986 -1.4802 -0.581
C 0.7458 0.4059 0.1336 -0.772
N 0.9698 0.7982 1.5460 -0.423
C 0.9753 2.2792 1.8006 -0.888
H -0.2142 -2.2031 1.1668 0.353
H -1.4886 -1.3619 1.7152 0.378
H -0.0185 -0.6613 1.9637 0.429
H -1.3642 0.2781 0.1580 0.310
H -1.4826 -1.9600 -1.1298 0.511
H -1.2131 0.8681 -2.0788 0.357
H -1.8089 -0.4691 -3.0493 0.361
H -0.0912 -0.0088 -2.9617 0.410
H 0.4206 -2.4398 -2.2055 0.328
H 0.7029 1.2539 -0.5235 0.383
H 1.5441 -0.2449 -0.1872 0.470
H 1.8813 0.4506 1.8107 0.229
H 0.4795 2.4433 2.7451 0.339
H 1.9982 2.6350 1.8183 0.263
H 0.3159 2.7354 1.0706 0.344
```

Properties
Total charge ... +1
SMILES string ... CNC[C@H]([NH3+])[C@@H](C)O

***

S | Formula: C5H15N2O
Source: the OMol25 dataset
Level of theory: ωB97M-V/def2-TZVPD

XYZ file:
```
23
Properties=species:S:1:pos:R:3:mulliken_charge:R:1
C -2.0126 1.0321 -2.3659 -1.204
C -0.5152 0.7444 -2.2655 -0.393
C 0.1898 1.2713 -1.0122 -0.763
C -0.0210 0.4228 0.1979 -0.213
C -0.4697 0.8011 1.3846 0.081
N -0.5083 0.1630 2.5911 -0.486
N 0.3988 -1.0172 0.1311 -0.183
H -2.3621 0.5572 -3.2912 0.355
H -2.2140 2.0459 -2.7215 0.338
H -2.5693 0.6849 -1.5024 0.327
H -0.3562 -0.3356 -2.3366 0.318
H -0.0532 1.2079 -3.1370 0.349
H -0.0940 2.2744 -0.7170 0.438
H 1.2683 1.2616 -1.1957 0.291
H -0.7631 1.8454 1.4394 0.343
H -0.7384 0.6753 3.4245 0.263
H 0.1852 -0.5421 2.7871 0.113
H -0.3723 -1.5238 -0.3149 0.362
H 1.2693 -1.1894 -0.3648 0.393
H 0.4130 -1.4637 1.0423 0.266
H 3.1416 -2.0036 1.1098 0.350
H 2.2039 -2.8804 1.9743 0.331
O 2.3495 -2.5532 1.0756 -0.676
```

Properties
Total charge ... +1

***

Energetically preferred structure: R | next structure: +0.0063 hartree

***

P | Formula: C10H18N2O5
Source: the OMol25 dataset
Level of theory: ωB97M-V/def2-TZVPD

XYZ file:
```
35
Properties=species:S:1:pos:R:3:mulliken_charge:R:1
C 0.1066 0.4448 1.8025 1.079
C 0.5250 -0.5436 0.6714 -0.163
C -1.0597 -0.3504 2.3445 -1.298
C -1.6376 0.3872 3.5190 0.542
C -1.9249 1.8356 3.1538 -0.887
C -0.8097 0.4569 4.6840 -1.071
C 1.0515 -0.4794 -1.7896 0.031
C 2.4799 -0.6583 -2.4605 0.370
C 0.0555 0.2529 -2.7646 -0.602
C -1.3471 -0.0219 -2.4226 0.576
H -0.9449 1.8233 0.5249 0.268
H -0.5286 2.5412 2.0018 0.354
H 1.0339 0.2506 2.3434 0.227
H -1.8873 -0.5482 1.5257 0.215
H -0.6195 -1.3815 2.6613 0.289
H -2.6775 0.1375 3.8355 0.557
H -0.9166 2.6910 3.6493 0.157
H -2.1103 2.1761 1.8043 0.197
H -2.9610 1.7093 3.9686 0.244
H 0.1118 1.2646 4.9222 0.221
H -0.2985 -0.6317 4.6193 0.283
H -1.4528 -0.0680 5.7308 0.256
H 0.9767 1.1876 -0.4852 0.306
H 0.7066 -1.5882 -1.7593 0.295
H 0.0220 -0.3056 -3.6907 0.388
H -0.0409 1.2904 -2.5978 0.324
H -3.1564 -1.0273 -2.8660 0.414
H 3.1899 -1.0694 -0.6955 0.376
N -0.1149 1.8150 1.2105 -0.956
N 1.0839 0.1724 -0.4417 -0.129
O 0.3293 -1.7559 0.8198 -0.655
O 2.5518 -0.6141 -3.6913 -0.565
O -1.8496 0.4058 -1.3114 -0.600
O -2.0592 -1.0071 -3.0967 -0.543
O 3.5446 -0.8170 -1.6330 -0.500
```

Properties
Total charge ... 0

***

Q | Formula: C10H18N2O5
Source: the OMol25 dataset
Level of theory: ωB97M-V/def2-TZVPD

XYZ file:
```
35
Properties=species:S:1:pos:R:3:mulliken_charge:R:1
C -1.2078 -1.2217 0.3668 -0.526
C -1.9670 0.1149 0.7338 0.089
C -0.4053 -0.9431 -0.9415 1.308
C 0.7635 -1.9538 -1.0290 -1.421
C -1.3174 -1.0559 -2.1352 -0.872
C -0.7064 -0.6048 -3.4342 -1.339
C 0.2557 1.0727 1.3383 0.979
C 0.5098 1.2307 2.8254 0.229
C 1.1123 2.1434 0.6022 -0.984
C 2.5652 1.8427 0.4869 0.474
H -2.4851 -2.5544 1.1843 0.320
H -2.8103 -2.1699 -0.2694 0.317
H -0.4156 -1.4532 1.0727 0.597
H -0.0790 0.0702 -0.9113 0.005
H 1.3461 -1.8312 -1.9683 0.361
H 1.4910 -1.7572 -0.1721 0.261
H 0.4634 -3.0034 -0.9946 0.337
H -2.2833 -0.5621 -1.9921 0.370
H -1.5600 -2.1180 -2.1735 0.403
H 0.1733 -1.1740 -3.7033 0.334
H -0.3257 0.4386 -3.4054 0.296
H -1.3860 -0.6670 -4.3433 0.357
H -1.6358 1.8700 1.7333 0.342
H 0.6222 0.0439 1.0792 -0.295
H 0.6541 2.3665 -0.4088 0.453
H 1.0485 3.1079 1.1660 0.330
H 4.1824 2.6762 1.0452 0.366
H 1.8738 0.9718 4.1337 0.365
N -2.0089 -2.4151 0.2881 -0.692
N -1.1731 1.1529 1.1702 -0.107
O -3.1354 0.2118 0.6812 -0.626
O -0.1736 1.8325 3.6125 -0.592
O 3.0847 0.8636 -0.0625 -0.564
O 3.2502 2.8070 1.2240 -0.449
O 1.6795 0.6677 3.2006 -0.424
```

Properties
Total charge ... 0
SMILES string ... CC[C@H](C)[C@H](N)C(=O)N[C@@H](CC(=O)O)C(=O)O

***

Energetically preferred structure: Q | next structure: +0.3342 hartree

***

P | Formula: C3H9N2O2
Source: the OMol25 dataset
Level of theory: ωB97M-V/def2-TZVPD

XYZ file:
```
16
Properties=species:S:1:pos:R:3:lowdin_spin:R:1
O -0.0686 0.0609 -2.7898 0.002
C -0.7303 -0.1790 -1.8202 -0.001
C -0.5826 -1.4693 -1.0283 0.003
N -1.0165 -1.3351 0.3488 0.058
H -1.5223 0.4954 -1.4874 0.000
H -1.2156 -2.2021 -1.5466 0.002
H 0.4393 -1.8020 -1.2073 0.001
H -1.2029 -2.2529 0.7372 0.001
H -0.3587 -0.8807 0.9755 0.007
N 1.1074 1.6849 0.2787 0.038
C 0.5436 1.1570 1.5203 0.113
O 0.8607 -0.0994 1.7862 0.659
H 1.5061 2.6057 0.4027 0.000
H 1.8789 1.1046 -0.0167 0.002
H 0.9005 1.7899 2.3557 0.072
H -0.5389 1.3221 1.4914 0.044
```

Properties
2S+1 ... 2
Total charge ... 0
Expectation value of S² ... 0.755

***

Q | Formula: C3H9N2O2
Source: the OMol25 dataset
Level of theory: ωB97M-V/def2-TZVPD

XYZ file:
```
16
Properties=species:S:1:pos:R:3:lowdin_spin:R:1
C 0.0045 0.6643 1.8479 0.088
O -0.3314 0.3670 0.5513 0.795
C 1.5382 0.6907 2.0008 0.066
H -0.3263 -0.1149 2.5488 -0.001
H -0.2976 1.6830 2.1279 0.031
H 1.8712 0.7724 3.0485 0.005
H 2.0187 1.5317 1.4985 0.000
H 2.0016 -0.2654 1.7331 -0.001
N 0.2001 -0.0887 -2.1500 0.009
C -0.8834 -0.8779 -2.4499 0.000
N -1.7965 -0.9292 -1.3986 0.002
O -1.0753 -1.4262 -3.5137 0.005
H 1.0815 -0.1965 -2.6072 0.000
H 0.1142 0.2896 -1.2218 -0.001
H -1.6359 -0.4475 -0.5206 0.001
H -2.4837 -1.6523 -1.4949 0.000
```

Properties
2S+1 ... 2
Total charge ... 0
Expectation value of S² ... 0.754

***

Energetically preferred structure: Q | next structure: +0.0517 hartree